Below is a 11-piece molecular cluster, C39H80NO35P5 overall at a distorted geometry, with properties calculated with ωB97M-V/def2-TZVPD.

```
160
Properties=species:S:1:pos:R:3
P 15.00 16.18 9.13
O 19.54 15.59 17.73
H 23.42 19.38 13.20
O 19.58 16.20 8.01
H 15.59 11.95 10.47
H 17.01 10.24 15.43
C 18.84 19.32 13.71
O 20.55 9.51 14.48
H 16.91 9.92 13.66
H 14.14 17.53 11.70
H 13.26 10.51 18.17
H 12.74 12.73 10.61
O 18.57 11.11 14.23
H 12.94 12.39 14.36
H 13.15 14.21 8.48
H 10.86 9.83 9.18
H 14.16 9.64 11.44
H 19.91 10.50 18.35
H 18.08 17.25 15.12
H 24.33 17.46 16.47
O 15.57 14.34 14.57
H 12.32 11.12 12.55
H 23.86 15.81 16.02
H 22.42 12.92 13.37
H 17.35 17.58 8.86
H 10.16 4.59 11.12
C 20.17 14.45 18.07
H 21.07 11.66 17.59
H 9.31 9.06 8.92
O 17.73 18.87 12.89
C 22.96 15.40 9.61
H 22.55 16.95 16.43
C 11.31 10.42 17.11
H 20.50 18.95 7.05
O 22.65 17.62 12.36
O 22.86 15.29 13.17
H 17.74 14.85 11.15
C 20.11 15.75 14.24
H 23.42 16.23 10.10
N 12.21 9.70 15.17
H 10.11 9.82 15.42
C 16.60 19.11 13.57
C 22.56 19.01 12.62
H 14.24 9.68 15.81
H 18.63 20.21 15.70
O 13.31 14.28 17.33
H 9.78 9.75 10.59
C 19.12 14.81 7.93
H 17.50 15.73 17.86
H 17.35 13.87 19.27
O 14.48 16.09 17.35
H 16.74 19.08 9.50
H 17.67 11.98 12.18
C 18.19 19.38 15.11
H 18.06 14.81 7.71
H 14.06 17.79 15.13
O 23.50 17.32 14.64
O 20.81 18.05 8.99
C 10.10 9.28 9.65
C 18.36 15.74 18.58
P 20.57 16.51 9.27
H 19.60 18.61 13.61
H 12.01 14.92 16.02
C 16.22 14.02 13.63
H 16.48 13.47 9.97
C 23.55 16.84 15.99
H 10.50 10.78 17.82
C 11.04 10.02 15.79
O 16.90 19.71 14.76
H 9.48 6.22 11.64
O 21.20 14.13 17.54
C 10.09 12.86 13.84
H 21.80 17.72 7.23
C 14.52 14.84 17.61
H 18.98 20.34 13.42
C 11.75 12.62 11.06
H 12.45 16.89 14.77
H 11.51 15.38 17.60
O 13.01 7.98 10.70
C 17.84 14.14 12.05
C 20.47 10.76 17.47
O 17.22 14.74 13.15
P 22.49 16.60 13.63
P 11.56 7.74 11.25
O 11.16 13.59 14.21
H 19.37 18.00 16.11
C 13.66 16.64 11.41
H 17.29 11.89 9.93
O 8.96 13.11 14.16
O 16.01 13.00 12.83
C 13.20 16.54 16.82
H 18.40 16.71 19.01
H 23.74 14.95 8.99
O 21.89 15.76 8.80
C 12.72 10.39 17.24
O 15.38 17.67 9.17
O 14.48 15.80 10.62
H 22.71 14.62 10.31
O 11.50 6.19 11.30
H 21.49 11.62 12.69
H 22.54 19.45 11.62
H 12.90 13.79 13.09
H 12.79 16.84 10.85
C 18.29 18.07 15.82
H 12.19 9.31 14.22
O 10.41 11.89 12.89
H 12.99 14.76 6.87
O 16.03 15.24 8.59
H 11.16 11.96 10.41
H 18.37 13.65 21.41
H 18.90 13.95 12.35
H 22.72 11.28 13.95
C 13.47 16.89 15.32
C 16.74 18.02 9.57
O 11.25 8.52 12.44
C 21.98 12.00 13.55
C 21.31 18.58 7.72
H 10.36 5.28 12.76
H 13.45 16.17 12.41
C 18.33 14.45 19.40
C 18.43 14.65 20.91
C 13.23 9.86 16.08
H 17.57 15.22 21.23
H 12.83 17.32 17.45
O 20.97 12.09 14.64
H 19.37 14.36 8.90
H 20.44 14.75 13.95
O 15.53 14.30 17.95
H 14.04 16.02 14.91
C 10.31 5.50 11.69
C 17.59 9.97 14.54
H 19.42 15.16 21.25
H 14.85 7.97 11.41
C 13.95 8.54 11.56
O 21.13 16.74 14.37
C 12.87 15.06 7.93
H 21.06 9.94 17.14
P 20.01 10.83 14.90
H 17.02 17.67 10.55
C 17.07 12.82 11.92
O 19.58 11.02 16.41
C 12.35 12.97 13.58
H 21.96 19.44 7.94
O 15.49 18.77 13.19
O 10.61 7.95 10.03
H 18.11 9.03 14.73
C 12.35 15.29 16.98
H 17.66 18.06 16.68
H 11.80 15.37 8.18
O 20.10 16.18 10.63
H 13.66 8.34 12.58
C 11.76 12.07 12.47
O 13.63 16.28 8.27
O 19.42 13.72 18.93
H 21.65 19.23 13.15
C 16.56 12.50 10.50
H 19.34 16.10 13.56
H 19.65 14.26 7.16
H 19.63 15.76 15.23
H 11.36 13.63 11.10
```

Calculated values
frontier orbital gap	0.30402	hartree
net charge	0
F_max	3.4	eV/Å
SMILES	C[C@H]1COC(=O)O1.C[C@H]1COC(=O)O1.C[C@H]1COC(=O)O1.C[C@H]1COC(=O)O1.C[C@H]1COC(=O)O1.COP(=O)(OC)OC.COP(=O)(OC)OC.COP(=O)(OC)OC.COP(=O)(OC)OC.COP(=O)(OC)OC.c1cc[nH]c1
LUMO energy	0.45	eV
HOMO energy	-7.8	eV